1.
This record from the OMol25 dataset describes 9 unconnected molecules or ions with the total composition C41H82BF11N3O17 in a non-equilibrium geometry. The level of theory is ωB97M-V with the def2-TZVPD basis set.

Output
net charge = +1
molar mass = 1108.90 Da
spin multiplicity = 1

Atoms and positions in Å:
C1 10.671 1.196 2.190
C2 9.402 0.321 2.649
O1 8.170 1.077 2.847
C3 7.561 1.426 1.585
O2 8.005 1.085 0.444
C4 6.263 2.361 1.659
C5 4.885 1.629 1.205
C6 4.680 1.551 -0.398
C7 3.720 0.351 -0.916
B1 3.989 0.219 -2.531
O3 4.833 1.229 -3.211
N1 3.410 -0.806 -3.457
C8 2.764 -0.026 -4.562
C9 4.426 -1.798 -3.949
C10 4.165 -1.126 -0.338
C11 5.751 -1.369 -0.275
C12 6.309 -1.755 1.217
O4 5.846 -3.066 1.664
O5 3.428 -1.516 0.871
C13 2.088 -1.864 0.347
C14 1.189 -2.146 1.694
C15 2.090 -2.806 2.882
C16 1.145 -3.734 3.830
C17 -0.283 -3.083 4.172
F1 -0.229 -1.651 4.408
F2 -1.300 -3.350 3.157
C18 -0.865 -3.807 5.529
F3 -2.304 -3.926 5.344
F4 -0.356 -5.135 5.660
F5 -0.692 -2.989 6.687
C19 1.406 -0.614 -0.477
N2 0.852 -0.974 -1.812
C20 -0.147 -1.815 -1.581
O6 -1.191 -2.521 -1.656
N3 2.315 0.620 -0.475
C21 1.647 1.869 -0.923
O7 1.955 2.655 -1.850
C22 0.352 2.418 -0.065
F6 0.305 1.928 1.280
F7 0.602 3.849 0.064
C23 -1.043 2.303 -0.877
F8 -1.232 3.575 -1.559
F9 -1.063 1.306 -1.900
C24 -2.320 2.204 0.147
F10 -2.355 0.887 0.720
F11 -2.260 3.234 1.172
C25 -3.731 2.489 -0.640
O8 -4.044 3.721 -0.764
O9 -4.591 1.452 -1.119
H1 11.641 0.556 2.215
H2 10.577 1.612 1.117
H3 10.862 2.071 2.935
H4 9.672 -0.136 3.685
H5 9.177 -0.584 1.963
H6 6.333 3.334 1.041
H7 6.081 2.706 2.758
H8 4.700 0.618 1.738
H9 4.034 2.328 1.599
H10 4.292 2.601 -0.724
H11 5.758 1.500 -0.837
H12 5.757 0.883 -3.042
H13 1.769 -0.518 -4.921
H14 2.441 1.027 -4.171
H15 3.430 0.163 -5.478
H16 4.348 -1.867 -5.109
H17 5.487 -1.560 -3.578
H18 4.098 -2.838 -3.533
H19 3.769 -1.873 -1.147
H20 5.993 -2.325 -0.902
H21 6.409 -0.546 -0.725
H22 6.176 -0.912 1.984
H23 7.462 -1.867 1.068
H24 6.240 -3.161 2.575
H25 2.073 -2.852 -0.235
H26 0.732 -1.187 2.131
H27 0.407 -2.934 1.368
H28 2.932 -3.473 2.477
H29 2.468 -1.926 3.531
H30 1.714 -3.816 4.844
H31 1.002 -4.801 3.406
H32 0.488 -0.320 0.183
H33 2.400 0.781 0.569
H34 -5.015 1.083 -0.290
C26 -2.640 0.527 -5.643
C27 -1.272 0.674 -6.279
O10 -0.384 1.333 -5.383
H35 -3.049 1.507 -5.380
H36 -3.334 0.026 -6.324
H37 -2.577 -0.051 -4.716
H38 -1.337 1.270 -7.192
H39 -0.852 -0.304 -6.533
H40 -0.326 0.794 -4.582
C28 -4.819 6.426 2.651
C29 -4.216 5.875 3.928
O11 -4.102 4.460 3.844
H41 -5.806 5.990 2.474
H42 -4.917 7.513 2.704
H43 -4.197 6.170 1.788
H44 -4.851 6.114 4.785
H45 -3.222 6.298 4.107
H46 -3.531 4.258 3.088
C30 -0.172 -3.053 -9.176
C31 1.163 -2.514 -8.703
O12 1.157 -2.366 -7.286
H47 -0.983 -2.382 -8.883
H48 -0.184 -3.167 -10.263
H49 -0.381 -4.025 -8.718
H50 1.358 -1.534 -9.145
H51 1.979 -3.187 -8.982
H52 0.993 -3.239 -6.903
C32 -5.014 4.861 7.919
C33 -3.874 5.844 7.739
O13 -2.982 5.765 8.843
H53 -5.558 5.070 8.844
H54 -5.711 4.914 7.079
H55 -4.633 3.838 7.996
H56 -4.257 6.866 7.683
H57 -3.317 5.634 6.820
H58 -2.642 4.860 8.879
C34 -5.377 -3.280 -6.899
C35 -4.227 -3.535 -7.851
O14 -3.149 -2.652 -7.564
H59 -5.721 -2.245 -6.981
H60 -6.215 -3.948 -7.110
H61 -5.061 -3.428 -5.861
H62 -4.539 -3.365 -8.884
H63 -3.869 -4.566 -7.765
H64 -2.873 -2.815 -6.651
C36 -5.756 -5.624 -2.016
C37 -5.587 -4.868 -3.318
O15 -5.254 -3.509 -3.056
H65 -6.540 -5.168 -1.406
H66 -6.016 -6.669 -2.202
H67 -4.834 -5.591 -1.427
H68 -6.515 -4.885 -3.893
H69 -4.794 -5.312 -3.929
H70 -4.427 -3.503 -2.554
C38 -8.369 2.720 0.564
C39 -8.427 1.213 0.414
O16 -8.914 0.869 -0.876
H71 -9.359 3.159 0.419
H72 -8.000 3.000 1.554
H73 -7.711 3.159 -0.193
H74 -9.101 0.781 1.157
H75 -7.435 0.767 0.546
H76 -8.308 1.248 -1.528
C40 -0.269 0.058 9.234
C41 0.882 -0.208 8.285
O17 1.966 0.667 8.572
H77 -0.605 1.095 9.149
H78 -1.112 -0.605 9.021
H79 0.043 -0.092 10.272
H80 0.572 -0.037 7.251
H81 1.232 -1.242 8.373
H82 2.239 0.502 9.486



2.
This record from the OMol25 dataset describes 3 unconnected molecules or ions with the total composition C4H13NO3 in a non-equilibrium geometry. The level of theory is ωB97M-V with the def2-TZVPD basis set.

Output
net charge = 0
molar mass = 123.15 Da
spin multiplicity = 1
structure (SMILES) = NCCCC=O.O.O

Atoms and positions in Å:
N1 -1.454 -0.756 0.122
C1 -1.354 0.554 0.699
C2 0.004 1.339 0.388
C3 0.764 1.005 -0.879
C4 1.624 -0.247 -0.927
O1 1.287 -1.403 -0.795
H1 -1.864 -0.815 -0.797
H2 -0.728 -1.409 0.347
H3 -1.237 0.366 1.765
H4 -2.247 1.149 0.548
H5 -0.156 2.411 0.525
H6 0.615 1.155 1.283
H7 1.517 1.798 -0.977
H8 0.101 1.088 -1.742
H9 2.725 -0.174 -0.843
O2 0.668 -0.831 -5.342
H10 0.818 -1.638 -5.835
H11 0.727 -0.002 -5.834
O3 -1.060 0.364 6.318
H12 -1.145 0.535 7.259
H13 -0.684 -0.507 6.181



3.
This record from the OMol25 dataset describes a molecular structure, C27H66AlF3NO9S in a non-equilibrium geometry. The level of theory is ωB97M-V with the def2-TZVPD basis set.

Output
net charge = -1
molar mass = 664.87 Da
spin multiplicity = 1

Atoms and positions in Å:
C1 5.435 1.234 -0.238
C2 5.854 0.280 -1.315
O1 6.995 0.127 -1.549
N1 4.840 -0.387 -2.034
C3 5.342 -0.793 -3.365
C4 4.414 -1.617 -1.310
C5 3.430 -1.293 -0.183
C6 2.553 -2.500 0.173
C7 1.102 -2.109 0.450
Al1 0.266 -1.446 -1.284
C8 0.336 0.596 -1.492
S1 -1.115 1.446 -1.013
O2 -0.728 2.727 -0.433
O3 -1.925 0.726 -0.079
C9 -1.603 -2.245 -1.637
F1 -1.476 -3.591 -1.781
F2 -2.182 -1.867 -2.809
F3 -2.538 -2.121 -0.694
H1 5.433 0.740 0.729
H2 6.181 2.018 -0.220
H3 4.445 1.640 -0.395
H4 4.477 -0.850 -4.015
H5 6.053 -0.095 -3.772
H6 5.752 -1.802 -3.312
H7 5.301 -2.092 -0.882
H8 3.948 -2.295 -2.006
H9 3.984 -0.946 0.680
H10 2.819 -0.461 -0.512
H11 2.980 -2.930 1.078
H12 2.623 -3.241 -0.612
H13 0.573 -3.020 0.724
H14 1.023 -1.344 1.219
H15 1.215 -2.036 -2.457
H16 1.132 1.020 -0.894
H17 0.542 0.886 -2.521
H18 -1.792 1.771 -2.152
C10 7.042 -4.971 1.160
C11 5.707 -4.988 1.889
C12 5.638 -6.131 2.892
O4 4.644 -5.102 0.950
H19 7.185 -5.899 0.598
H20 7.075 -4.150 0.442
H21 7.875 -4.857 1.857
H22 5.561 -4.039 2.406
H23 5.737 -7.094 2.383
H24 4.674 -6.133 3.402
H25 6.429 -6.051 3.640
H26 4.750 -5.936 0.477
C13 -5.509 -0.970 -3.396
C14 -5.289 0.518 -3.177
C15 -5.089 0.833 -1.704
O5 -6.405 1.256 -3.690
H27 -6.408 -1.305 -2.871
H28 -5.655 -1.183 -4.457
H29 -4.659 -1.552 -3.037
H30 -4.415 0.844 -3.744
H31 -5.975 0.555 -1.125
H32 -4.935 1.904 -1.557
H33 -4.227 0.299 -1.299
H34 -7.186 0.977 -3.198
C16 0.397 -2.402 -7.406
C17 -0.186 -1.618 -6.240
C18 -1.659 -1.308 -6.455
O6 0.541 -0.400 -6.069
H35 0.325 -1.824 -8.334
H36 1.454 -2.608 -7.236
H37 -0.126 -3.350 -7.547
H38 -0.065 -2.187 -5.318
H39 -1.797 -0.696 -7.352
H40 -2.055 -0.742 -5.611
H41 -2.244 -2.223 -6.565
H42 0.442 0.116 -6.877
C19 2.109 3.511 2.623
C20 2.665 3.693 1.219
C21 2.415 5.102 0.702
O7 2.069 2.743 0.335
H43 1.029 3.663 2.620
H44 2.286 2.494 2.974
H45 2.563 4.210 3.330
H46 3.738 3.489 1.218
H47 1.343 5.306 0.651
H48 2.813 5.215 -0.308
H49 2.882 5.849 1.347
H50 1.110 2.896 0.311
C22 -2.628 0.651 3.035
C23 -2.012 1.777 3.837
C24 -3.060 2.765 4.327
O8 -1.063 2.432 2.996
H51 -3.113 1.064 2.149
H52 -1.855 -0.033 2.685
H53 -3.366 0.081 3.606
H54 -1.468 1.377 4.695
H55 -3.590 3.215 3.482
H56 -2.586 3.581 4.880
H57 -3.789 2.280 4.976
H58 -1.555 2.773 2.237
C25 -7.197 3.359 7.301
C26 -6.475 3.311 5.962
C27 -7.451 3.440 4.802
O9 -5.747 2.091 5.847
H59 -7.906 2.531 7.385
H60 -6.486 3.260 8.122
H61 -7.743 4.296 7.423
H62 -5.740 4.115 5.913
H63 -8.168 2.614 4.809
H64 -6.920 3.398 3.851
H65 -8.004 4.379 4.852
H66 -6.377 1.361 5.886



4.
This record from the OMol25 dataset describes 3 unconnected molecules or ions with the total composition C3H10O4 in a non-equilibrium geometry. The level of theory is ωB97M-V with the def2-TZVPD basis set.

Output
net charge = 0
molar mass = 110.11 Da
spin multiplicity = 1
structure (SMILES) = CCC(=O)O.O.O

Atoms and positions in Å:
C1 -0.944 -0.607 -0.768
C2 -0.134 -1.408 0.276
C3 0.798 -0.432 0.960
O1 1.864 -0.097 0.565
O2 0.176 0.162 2.028
H1 -1.570 0.095 -0.217
H2 -0.306 -0.006 -1.423
H3 -1.493 -1.247 -1.454
H4 0.464 -2.171 -0.217
H5 -0.854 -1.728 1.015
H6 -0.093 1.080 1.923
O3 -1.847 2.250 2.618
H7 -1.887 2.375 3.575
H8 -2.690 1.881 2.351
O4 2.919 -0.364 -4.009
H9 2.436 0.473 -4.134
H10 3.158 -0.257 -3.089



5.
This record from the OMol25 dataset describes a molecular structure, C11H12BrNS in a non-equilibrium geometry. The level of theory is ωB97M-V with the def2-TZVPD basis set.

Output
net charge = 0
molar mass = 270.19 Da
spin multiplicity = 1

Atoms and positions in Å:
C1 -1.224 -3.311 0.429
C2 -0.955 -2.753 1.693
C3 -0.829 -2.674 -0.801
C4 -0.404 -1.521 1.808
C5 -0.348 -1.435 -0.615
C6 -0.177 -0.830 0.652
C7 0.256 0.999 -0.496
C8 0.129 -0.537 -1.686
C9 -0.827 -0.209 -2.855
C10 0.770 3.379 1.800
C11 1.710 2.960 0.639
N1 0.124 0.547 0.679
S1 0.930 2.425 -1.006
Br1 1.983 -0.850 -2.226
H1 -1.491 -4.365 0.275
H2 -1.369 -3.292 2.463
H3 -0.731 -3.229 -1.715
H4 -0.458 -0.950 2.765
H5 -1.494 0.611 -2.433
H6 -1.557 -1.069 -3.052
H7 -0.150 -0.074 -3.766
H8 0.296 2.504 2.176
H9 1.325 3.955 2.564
H10 -0.184 3.912 1.420
H11 2.357 2.013 0.996
H12 2.320 3.793 0.291



6.
This record from the OMol25 dataset describes 7 unconnected molecules or ions with the total composition C45H71BN8O5 in a non-equilibrium geometry. The level of theory is ωB97M-V with the def2-TZVPD basis set.

Output
net charge = +6
molar mass = 814.93 Da
spin multiplicity = 1

Atoms and positions in Å:
B1 1.274 -0.474 0.014
H1 0.790 0.258 -0.614
H2 2.339 -0.360 -0.111
H3 1.116 -0.214 1.050
H4 0.800 -1.436 -0.102
C1 2.761 2.588 2.610
C2 3.497 2.251 1.281
C3 4.217 0.916 1.440
O1 4.893 0.657 0.197
C4 5.531 -0.662 0.035
N1 2.448 2.110 0.153
H5 1.888 1.273 0.236
H6 1.946 2.985 0.216
H7 2.838 2.033 -0.775
H8 3.450 2.724 3.443
H9 2.175 1.720 2.911
H10 2.114 3.466 2.620
H11 4.157 3.072 1.002
H12 3.465 0.212 1.797
H13 5.016 1.026 2.172
H14 4.761 -1.343 -0.327
H15 5.967 -1.000 0.975
H16 6.406 -0.513 -0.597
C5 4.102 -4.223 1.189
C6 2.799 -3.810 0.526
C7 1.896 -5.012 0.125
O2 2.546 -6.023 -0.710
C8 1.710 -7.128 -0.944
N2 2.010 -2.920 1.504
H17 2.533 -2.476 2.245
H18 1.589 -2.181 0.959
H19 1.288 -3.355 2.061
H20 4.872 -3.451 1.213
H21 4.497 -4.993 0.526
H22 3.935 -4.639 2.182
H23 3.060 -3.373 -0.438
H24 1.055 -4.584 -0.421
H25 1.405 -5.401 1.017
H26 0.887 -6.925 -1.629
H27 1.370 -7.556 -0.002
H28 2.213 -7.868 -1.566
C9 4.422 -1.025 -3.297
N3 3.269 -2.005 -3.219
C10 2.040 -1.687 -2.815
C11 0.944 -2.509 -2.969
C12 1.113 -3.824 -3.477
C13 2.478 -4.209 -3.747
C14 3.511 -3.259 -3.632
C15 -0.070 -4.715 -3.576
C16 0.064 -5.863 -4.387
C17 -1.072 -6.694 -4.587
N4 -2.157 -6.492 -3.819
C18 -2.328 -5.416 -2.983
C19 -1.284 -4.524 -2.839
C20 -3.240 -7.464 -3.810
H29 5.076 -1.419 -2.519
H30 4.088 -0.014 -3.064
H31 4.913 -1.182 -4.257
H32 1.977 -0.643 -2.546
H33 0.041 -2.081 -2.560
H34 2.616 -5.233 -4.061
H35 4.443 -3.477 -4.132
H36 0.909 -6.065 -5.027
H37 -1.093 -7.482 -5.325
H38 -3.245 -5.384 -2.414
H39 -1.560 -3.726 -2.165
H40 -4.157 -6.981 -3.474
H41 -3.152 -8.309 -3.127
H42 -3.290 -7.867 -4.821
C21 -5.271 -2.157 1.436
N5 -4.041 -1.609 2.172
C22 -2.898 -1.466 1.475
C23 -1.797 -0.788 2.026
C24 -1.846 -0.302 3.335
C25 -3.050 -0.483 4.042
C26 -4.092 -1.161 3.456
C27 -0.620 0.287 4.009
C28 -0.619 1.562 4.537
C29 0.506 2.009 5.210
N6 1.579 1.209 5.294
C30 1.590 -0.070 4.870
C31 0.460 -0.587 4.274
C32 2.754 1.831 5.929
H43 -5.824 -1.309 1.030
H44 -5.898 -2.629 2.192
H45 -4.889 -2.920 0.757
H46 -2.842 -2.003 0.540
H47 -0.892 -0.780 1.438
H48 -3.043 -0.126 5.062
H49 -4.986 -1.313 4.043
H50 -1.439 2.233 4.324
H51 0.624 3.030 5.540
H52 2.438 -0.713 5.050
H53 0.326 -1.569 3.845
H54 3.672 1.287 5.708
H55 2.560 1.817 7.002
H56 2.981 2.881 5.747
C33 -0.629 2.770 -2.887
N7 -1.380 3.924 -2.308
C34 -2.407 3.688 -1.385
C35 -3.212 4.756 -0.993
C36 -2.855 6.104 -1.264
C37 -1.810 6.310 -2.150
C38 -1.048 5.269 -2.599
C39 -3.518 7.273 -0.627
C40 -4.778 7.232 0.056
C41 -5.348 8.378 0.607
N8 -4.662 9.580 0.583
C42 -3.469 9.644 0.024
C43 -2.902 8.568 -0.628
C44 -5.408 10.763 1.058
H57 -1.410 2.125 -3.289
H58 0.027 2.296 -2.156
H59 -0.232 3.166 -3.821
H60 -2.547 2.642 -1.158
H61 -3.932 4.612 -0.202
H62 -1.385 7.282 -2.353
H63 -0.294 5.519 -3.331
H64 -5.319 6.302 0.143
H65 -6.274 8.416 1.161
H66 -2.937 10.579 0.120
H67 -1.864 8.646 -0.917
H68 -6.098 10.520 1.866
H69 -5.926 11.024 0.135
H70 -4.652 11.516 1.282
O3 -2.118 0.194 -0.722
C45 -2.697 -0.140 -1.798
O4 -2.089 -0.964 -2.469
O5 -3.820 0.267 -2.108
H71 -1.319 -0.243 -1.027



Number 1: LUMO level -4.70 eV. Number 2: LUMO level 0.85 eV. Number 3: LUMO level 2.23 eV. Number 4: LUMO level 0.43 eV. Number 5: LUMO level 0.29 eV. Number 6: LUMO level -13.76 eV.